[1]
ORCA calculation (ωB97M-V/def2-TZVPD) on a 2-piece molecular cluster, C3H7N2S2 overall at a distorted geometry.

F_max = 4.5 eV/Å
energy above the lowest of the compared OMol25 structures with the same formula, charge and spin = 17.77 kcal per mole

```
! wB97M-V def2-TZVPD RIJCOSX def2/J DEFGRID3
* xyz 1 1
C 0.9304 0.9216 0.0003
C 2.1932 1.5155 -0.0700
C 0.8690 -0.4493 -0.0051
N -0.1967 -1.1948 -0.0659
N -2.6555 -0.3753 -0.0389
S 3.6010 0.5225 0.0115
S 2.6705 -1.2354 -0.1263
H 0.0766 1.4441 0.0814
H 2.4977 2.6164 -0.0918
H -0.0256 -2.1224 0.1922
H -1.2560 -0.8814 -0.2322
H -3.1501 0.2818 -0.6517
H -2.3590 0.1361 0.7858
H -3.1955 -1.1795 0.2105
*
```

[2]
ORCA calculation (ωB97M-V/def2-TZVPD) on C3H7NO2 in the gas phase at a distorted geometry.

F_max = 2.3 eV/Å
SMILES = NCCC(=O)O
energy above the lowest of the compared OMol25 structures with the same formula, charge and spin = 22.30 kcal per mole

```
! wB97M-V def2-TZVPD RIJCOSX def2/J DEFGRID3
* xyz 0 1
C -0.8010 0.4411 -0.0295
C 0.2899 -0.5795 0.3355
C 1.5289 -0.4859 -0.4637
O 1.8112 -1.5950 -1.1946
O 2.1434 0.5355 -0.6349
N -1.6760 0.7398 1.1062
H -0.3632 1.3875 -0.3603
H -1.4012 0.0778 -0.8514
H 0.4120 -0.2177 1.3552
H -0.1975 -1.5461 0.4286
H 2.2462 -1.2435 -1.9874
H -2.6042 0.8911 0.7356
H -1.3885 1.5950 1.5608
*
```

[3]
ORCA calculation (ωB97M-V/def2-TZVPD) on C38H31AsNO2OsS as an isolated structure.

F_max = 0.7 eV/Å
energy above the lowest of the compared OMol25 structures with the same formula, charge and spin = 5.95 kcal per mole

```
! wB97M-V def2-TZVPD RIJCOSX def2/J DEFGRID3
* xyz 1 1
Os 0.3708 1.2387 0.2757
C 0.5224 5.6102 0.8977
C 0.1268 4.3132 0.2572
O 0.6695 3.2878 0.7436
C -0.7888 4.2846 -0.8509
C -1.4861 5.4609 -1.2054
C -2.3590 5.4805 -2.2594
C -2.5515 4.3168 -3.0110
C -1.8944 3.1507 -2.7031
C -1.0085 3.0907 -1.6172
O -0.4379 1.9186 -1.3996
H 1.3977 5.4450 1.5193
H -0.2950 5.9665 1.5292
H 0.7326 6.3786 0.1572
H -1.3341 6.3650 -0.6329
H -2.8877 6.3881 -2.5127
H -3.2327 4.3327 -3.8523
H -2.0371 2.2529 -3.2910
S 2.5938 1.1189 0.9849
C 3.3301 -0.4166 0.5137
C 4.6790 -0.6379 0.8058
C 5.2634 -1.8406 0.4567
C 4.5282 -2.8430 -0.1766
C 3.1933 -2.6336 -0.4662
C 2.6054 -1.4170 -0.1267
As 0.7958 -0.9856 -0.5143
C 0.7715 -0.7439 -2.4354
C 1.9507 -0.3093 -3.0295
C 1.9716 0.0131 -4.3789
C 0.8160 -0.0962 -5.1390
C -0.3638 -0.5214 -4.5439
C -0.3907 -0.8362 -3.1930
C -0.1391 -2.5982 -0.0157
C 0.2754 -3.2013 1.1680
C -0.3019 -4.3946 1.5776
C -1.2917 -4.9887 0.8100
C -1.7008 -4.3908 -0.3751
C -1.1226 -3.2021 -0.7920
H 5.2575 0.1288 1.3047
H 6.3081 -2.0050 0.6851
H 5.0000 -3.7792 -0.4405
H 2.6101 -3.4046 -0.9553
H 2.8621 -0.2278 -2.4467
H 2.8945 0.3459 -4.8348
H 0.8337 0.1497 -6.1922
H -1.2686 -0.6073 -5.1315
H -1.3297 -1.1309 -2.7436
H 1.0555 -2.7516 1.7706
H 0.0272 -4.8590 2.4981
H -1.7380 -5.9215 1.1277
H -2.4651 -4.8559 -0.9831
H -1.4425 -2.7650 -1.7250
N 0.2051 1.2942 2.3918
C 0.1494 0.0743 3.1466
C 1.1065 -0.2179 4.1002
C 0.9662 -1.3721 4.8527
C -0.1322 -2.1956 4.6432
C -1.0651 -1.8895 3.6653
C -0.9384 -0.7416 2.8808
C -1.8798 -0.4222 1.7722
C -3.1818 -0.9196 1.8876
C -4.0826 -0.8819 0.8416
C -3.6668 -0.3445 -0.3667
C -2.3995 0.1985 -0.4836
C -1.4866 0.2351 0.5781
H 0.9839 1.8641 2.7214
H -0.6555 1.8188 2.5544
H 1.9456 0.4500 4.2536
H 1.7026 -1.6205 5.6043
H -0.2514 -3.0938 5.2339
H -1.8801 -2.5745 3.4768
H -3.4871 -1.3529 2.8312
H -5.0809 -1.2784 0.9630
H -4.3303 -0.3292 -1.2217
H -2.1166 0.6260 -1.4347
*
```

[4]
ORCA calculation (ωB97M-V/def2-TZVPD) on C35H33ClHgN4S2Si2 as an isolated structure at a distorted geometry.

F_max = 3.6 eV/Å
energy above the lowest of the compared OMol25 structures with the same formula, charge and spin = 0.00 kcal per mole

```
! wB97M-V def2-TZVPD RIJCOSX def2/J DEFGRID3
* xyz 0 1
C -2.0316 -1.0397 5.5279
C -2.8104 -0.3827 4.5594
C -2.6835 -1.0851 3.3117
H -3.4522 0.4842 4.7297
C -1.7983 -2.2371 3.5708
C -1.4383 -2.1804 4.9457
H -0.8492 -2.9218 5.4814
H -1.9472 -0.7523 6.5732
H -3.2875 -0.9656 2.4215
H -1.6295 -3.0709 2.8981
Hg -0.6234 -0.4532 2.6346
Si -0.9618 -0.3917 -3.4058
C -0.5134 1.1665 -4.4403
C 0.7329 1.3761 -5.0768
H 1.5048 0.6030 -5.0378
C 1.0380 2.5925 -5.7153
H 2.0166 2.7408 -6.1820
C 0.1006 3.6308 -5.7303
H 0.3443 4.5969 -6.1859
C -1.1486 3.4284 -5.1275
H -1.8917 4.2269 -5.1320
C -1.4523 2.2161 -4.5061
H -2.4244 2.0746 -4.0295
C -0.1442 -1.7362 -4.3940
C -0.5192 -1.7292 -5.7566
H -1.2352 -0.9848 -6.1177
C 0.0158 -2.6624 -6.6437
H -0.3209 -2.6555 -7.6738
C 0.9682 -3.5955 -6.2148
H 1.3659 -4.3322 -6.9148
C 1.3889 -3.5758 -4.8794
H 2.1635 -4.2793 -4.5510
C 0.8244 -2.6768 -3.9738
H 1.1417 -2.6906 -2.9280
H -2.3497 -0.4234 -2.8162
Si 1.7452 0.6620 -1.6476
C 0.9702 -1.0527 -0.9686
C -0.3421 -1.5370 -0.7443
H -1.2507 -0.9839 -0.9977
C -0.5780 -2.7634 -0.1072
H -1.6082 -3.1004 0.0504
C 0.4879 -3.5462 0.3182
H 0.3001 -4.5221 0.7604
C 1.7872 -3.0712 0.1595
H 2.6366 -3.6681 0.5077
C 2.0159 -1.8202 -0.4163
H 3.0308 -1.4094 -0.3818
C 0.3619 1.9509 -1.3135
C -0.8455 1.8630 -0.5828
H -1.1662 0.9062 -0.1814
C -1.6348 2.9809 -0.3057
H -2.5691 2.8754 0.2478
C -1.2130 4.2480 -0.7279
H -1.7871 5.1360 -0.4723
C -0.0622 4.3544 -1.5218
H 0.2227 5.3199 -1.9467
C 0.7317 3.2355 -1.7525
H 1.6768 3.3490 -2.2874
H 2.9045 1.0448 -0.8306
Cl 1.1213 0.7206 1.5752
N -1.4880 3.1303 3.5064
C -0.6890 2.5857 4.4454
N -0.2223 1.3630 4.4259
C 0.6015 1.0981 5.5117
C 0.6995 2.1480 6.4034
S -0.2509 3.4925 5.8977
C 1.2909 -0.1609 5.6178
C 2.1340 -0.5764 6.6436
S 2.8051 -2.1253 6.3226
C 1.9254 -2.1318 4.7883
N 1.1797 -1.0794 4.5921
N 2.0771 -3.1619 3.9584
H -1.6834 4.1158 3.5990
H -1.4978 2.7130 2.5804
H 1.3183 2.0765 7.2896
H 2.3368 0.0401 7.5083
H 2.7367 -3.8854 4.2385
H 1.6976 -3.1285 3.0173
*
```